The following is a DFT calculation (ωB97M-V/def2-TZVPD) of a molecular structure, C25H18BrN6O6STa at a distorted geometry.

Each line ends with the Mulliken charge.
Positions of all 58 atoms, in Å:
Ta  -0.2803  0.5193  -0.0973  0.94
Br  1.7287  1.0437  -1.8804  -0.02
S  0.5426  -1.6199  0.8864  1.83
O  1.9238  3.2627  5.4634  -0.52
O  1.3000  -0.3577  1.1072  -0.66
O  -1.3826  1.1104  1.2512  -0.64
O  -0.2463  2.8362  5.3553  -0.48
O  -1.9254  1.9324  3.2717  -0.65
O  -0.7884  -1.4756  1.4334  -0.59
N  3.1688  -6.4663  2.8234  -0.43
N  0.3054  -1.4027  -0.7215  -0.26
N  -1.7510  -0.8070  -1.3279  -0.04
N  0.8713  2.2411  1.1595  0.03
N  -1.1594  -3.0918  -1.4904  -0.56
N  2.1166  2.6647  1.3812  -0.28
C  -2.3546  2.7274  -0.9792  0.18
C  -2.3358  -3.3380  -2.0409  -0.16
C  1.0917  2.8053  3.3306  0.36
C  2.7514  -3.0512  1.6270  -0.51
C  1.0419  2.3302  -4.4145  -0.74
C  -0.8884  -1.8372  -1.1994  0.45
C  0.9448  3.0008  4.8299  0.45
C  -3.1061  3.5503  -1.8275  -1.25
C  -2.6732  3.8004  -3.1020  -0.70
C  -2.9487  -1.0541  -1.8680  -0.10
C  1.3736  -3.0437  1.4215  -0.08
C  0.2329  3.0763  -5.2867  -0.63
C  0.5992  -4.1807  1.6459  -0.50
C  -1.4369  3.2913  -3.5488  0.85
C  2.5865  -5.3602  2.3486  1.07
C  -0.6613  2.4899  -2.6511  0.53
C  3.3462  -4.1968  2.0911  -0.89
C  -0.9716  3.5564  -4.8547  -0.97
C  -1.1462  2.1428  -1.3520  0.26
C  1.1988  -5.3313  2.0852  -0.91
C  2.2948  3.0141  2.6562  -0.40
C  0.2308  2.3100  2.3380  -0.26
C  -3.2750  -2.3341  -2.2798  -0.78
C  0.5848  2.0706  -3.1546  0.82
C  -1.1591  1.7728  2.3622  0.94
H  4.4109  -4.2281  2.2582  0.34
H  -3.6224  -0.2095  -1.9546  0.51
H  -3.2617  4.3994  -3.7801  0.45
H  2.7902  2.7220  0.6244  0.22
H  2.6152  -7.2769  3.0478  0.21
H  3.2291  3.3654  3.0515  0.56
H  -0.4627  -4.1346  1.4695  0.48
H  3.3276  -2.1576  1.4460  0.46
H  -2.5148  -4.3753  -2.2924  0.47
H  0.6064  -6.2185  2.2430  0.32
H  0.5814  3.2675  -6.2880  0.43
H  4.1405  -6.4724  3.0820  0.21
H  -0.9864  2.6189  4.7544  0.40
H  -4.0377  3.9665  -1.4743  0.44
H  -2.7535  2.5397  0.0085  0.49
H  -4.2220  -2.5392  -2.7479  0.42
H  2.0073  1.9771  -4.7344  0.46
H  -1.5941  4.1529  -5.5030  0.44

For the HOMO energy, the calculation gives -13.8 eV. The calculation puts the HOMO-LUMO gap at 6.3 eV. The molar mass comes out at 791.374 u. The value obtained for the electronic energy is -129858.602 eV. Its charge is +2. The energy above the lowest of the compared OMol25 structures with the same formula, charge and spin comes out at 38.9 kcal per mole. Its multiplicity is 1.